Entry w
Formula: CH5ClP2
Source: OMol25
Level of theory: ωB97M-V/def2-TZVPD

Output
Highest occupied orbital energy (spin up / spin down)   -8.14 / -8.57 eV
LUMO energy (spin up / spin down)   -1.03 / -0.44 eV
Frontier orbital gap (spin up / spin down)   7.11 / 8.13 eV

CARTESIAN COORDINATES (ANGSTROEM)
P1 -1.7111 0.7223 -0.3792
H1 0.1017 -1.7445 -0.5000
Cl1 0.6062 -1.2349 1.7182
P2 1.9862 0.1090 -0.3163
H2 -2.9239 0.1642 0.3966
H3 -1.5088 1.6535 0.7642
H4 1.1441 1.1383 0.0453
H5 1.7011 0.1921 -1.7526
C1 0.6048 -0.9999 0.0235

Entry x
Formula: CH5ClP2
Source: OMol25
Level of theory: ωB97M-V/def2-TZVPD

Output
Highest occupied orbital energy (spin up / spin down)   -8.17 / -8.34 eV
LUMO energy (spin up / spin down)   -0.86 / -0.68 eV
Frontier orbital gap (spin up / spin down)   7.30 / 7.66 eV

CARTESIAN COORDINATES (ANGSTROEM)
C1 -1.0302 0.0136 -0.4784
H1 1.3431 1.9175 0.1515
H2 2.3863 0.5002 -0.9623
P1 -1.8017 -1.2021 0.7143
H3 -1.6395 -0.7780 1.9746
Cl1 -1.7947 1.5329 -0.4471
H4 -0.9133 -0.1913 -1.5381
P2 1.6221 0.5645 0.1941
H5 -0.6536 -1.9560 0.7440

Relative energies in kJ/mol: entry w 31.5; entry x 0.0

Entry w
Formula: C2H4O3S
Source: OMol25
Level of theory: ωB97M-V/def2-TZVPD

Output
Highest occupied orbital energy (spin up / spin down)   -9.13 / -9.13 eV
LUMO energy (spin up / spin down)   -0.81 / -0.81 eV
Frontier orbital gap (spin up / spin down)   8.32 / 8.32 eV
SMILES   COC=S(=O)=O

CARTESIAN COORDINATES (ANGSTROEM)
H1 2.4635 0.6515 -0.6231
C1 1.7286 0.3263 0.1378
H2 -0.3168 -1.2851 -0.5707
O1 0.4258 0.7403 -0.2953
O2 -2.8970 -1.2435 -0.0652
O3 -2.6254 1.1852 0.5534
H3 1.9006 0.8414 1.0906
C2 -0.5113 -0.2486 -0.6016
H4 1.8952 -0.8751 0.1548
S1 -2.0632 -0.0924 0.2193

Entry x
Formula: C2H4O3S
Source: OMol25
Level of theory: ωB97M-V/def2-TZVPD

Output
Highest occupied orbital energy   -11.11 eV
LUMO energy   -0.42 eV
Frontier orbital gap   10.68 eV

CARTESIAN COORDINATES (ANGSTROEM)
H1 -1.9223 -0.0658 -0.4404
O1 4.1888 0.2413 0.1763
C1 -1.6411 -0.9783 -0.1897
O2 2.3860 -1.2597 -0.6949
H2 -0.8955 -2.8780 0.4791
H3 1.0233 -0.1810 0.5443
S1 3.0335 0.0364 -0.6488
H4 2.0444 0.3686 1.4248
C2 -1.2694 -2.0474 0.1223
O3 1.3120 0.6938 0.8195

Relative energies in kJ/mol: entry w 53.3; entry x 0.0

Entry w
Formula: C2H4O3S
Source: OMol25
Level of theory: ωB97M-V/def2-TZVPD

Output
Highest occupied orbital energy (spin up / spin down)   -9.92 / -9.92 eV
LUMO energy (spin up / spin down)   -1.61 / -1.61 eV
Frontier orbital gap (spin up / spin down)   8.31 / 8.30 eV

CARTESIAN COORDINATES (ANGSTROEM)
H1 -0.0976 -2.4164 0.5877
H2 -1.7597 0.3323 -0.7776
S1 1.6029 0.1359 -0.2111
H3 -0.8613 1.6347 -0.3833
H4 -1.8026 1.0413 0.7268
O1 1.8458 1.5322 -0.0068
C1 -1.1631 0.7044 -0.0712
O2 2.5743 -0.8903 0.0013
O3 -0.3546 -1.9056 -0.1344
C2 0.0158 -0.1685 0.2686

Entry x
Formula: C2H4O3S
Source: OMol25
Level of theory: ωB97M-V/def2-TZVPD

Output
Highest occupied orbital energy   -8.91 eV
LUMO energy   0.20 eV
Frontier orbital gap   9.11 eV

CARTESIAN COORDINATES (ANGSTROEM)
O1 -0.5796 1.3173 -0.1030
H1 3.3141 -0.3132 0.0822
O2 -2.5606 0.4238 -0.0898
C1 -1.3431 0.2678 -0.2588
C2 -1.0280 -0.9256 -0.7997
H2 -0.6573 -2.1796 0.5465
H3 -1.2132 2.0351 0.0317
O3 -0.8432 -2.1226 -0.3829
S1 2.3881 0.1125 0.7286
H4 2.5227 1.3845 0.2452

Relative energies in kJ/mol: entry w 111.0; entry x 0.0

Entry w
Formula: C4H3NOS2
Source: OMol25
Level of theory: ωB97M-V/def2-TZVPD

Output
Highest occupied orbital energy   -10.05 eV
LUMO energy   0.13 eV
Frontier orbital gap   10.18 eV
SMILES   N#C[C@]1(S)CSC1=O

CARTESIAN COORDINATES (ANGSTROEM)
H1 1.5682 -1.8057 0.6655
C1 -0.5081 0.6664 -1.2648
H2 -0.3762 1.8108 -1.4095
O1 -0.8650 -1.0789 1.6879
H3 -0.5741 0.0825 -2.1367
C2 0.4149 0.1350 -0.1486
N1 1.9142 2.0685 0.7300
C3 1.2751 1.2032 0.4505
S1 -2.0172 0.3338 -0.2975
C4 -0.7497 -0.3499 0.7788
S2 1.4116 -1.3253 -0.6168

Entry x
Formula: C4H3NOS2
Source: OMol25
Level of theory: ωB97M-V/def2-TZVPD

Output
Highest occupied orbital energy   -8.85 eV
LUMO energy   -0.52 eV
Frontier orbital gap   8.34 eV
SMILES   C#C[C@H]1ONC(=S)S1

CARTESIAN COORDINATES (ANGSTROEM)
C1 1.8243 0.2047 -0.2459
S1 0.9202 1.7209 -0.0041
N1 1.0233 -0.9642 0.1576
C2 -0.5815 0.4787 0.6731
C3 -2.4373 -0.1635 -1.1588
S2 3.5667 -0.0316 -0.4606
C4 -1.5790 0.0731 -0.3831
H1 -3.5596 -0.4176 -1.6431
O1 0.1687 -0.4335 1.1619
H2 1.6685 -1.5931 0.5034
H3 -1.0144 1.1262 1.3995

Relative energies in kJ/mol: entry w 0.0; entry x 445.8

Entry w
Formula: C4H8N2O3S
Source: OMol25
Level of theory: ωB97M-V/def2-TZVPD

Output
Highest occupied orbital energy   -7.94 eV
LUMO energy   0.64 eV
Frontier orbital gap   8.58 eV

CARTESIAN COORDINATES (ANGSTROEM)
C1 1.7169 1.1258 1.0705
O1 0.7929 -1.8177 1.8150
C2 -0.4608 2.0232 1.2504
H1 2.3906 1.5961 0.3155
N1 -0.7986 -1.5717 -2.5655
O2 -0.4743 0.4240 -1.6696
H2 -0.3714 2.8018 1.9810
C3 -0.7247 -1.3982 -0.2182
H3 -1.3485 -2.3872 -2.6689
S1 -0.6163 -1.7967 1.4165
H4 -1.5136 1.8611 0.9254
H5 1.8281 1.6812 2.1076
H6 1.8364 -0.0604 1.2704
C4 -0.7656 -0.8646 -1.4131
H7 -0.8387 -1.0422 -3.4665
N2 0.3186 1.2802 0.6376
O3 -0.9374 -2.7825 0.1326
H8 -0.0336 0.9279 -0.9207

Entry x
Formula: C4H8N2O3S
Source: OMol25
Level of theory: ωB97M-V/def2-TZVPD

Output
Highest occupied orbital energy   -9.87 eV
LUMO energy   0.42 eV
Frontier orbital gap   10.29 eV
SMILES   NC(=O)C1(S(N)(=O)=O)CC1

CARTESIAN COORDINATES (ANGSTROEM)
C1 -0.0643 -0.0936 -0.2799
C2 1.6664 0.2442 -0.5621
O1 -0.1346 -0.1270 2.2916
H1 0.4279 -2.0697 -0.7252
N1 1.8322 1.5060 -0.2416
C3 -0.9138 -0.4294 -1.5283
H2 -2.7976 -0.2276 1.5974
H3 -0.4196 -0.3766 -2.5871
N2 -2.3045 0.3580 0.8704
S1 -0.6183 0.6049 1.1786
H4 -2.6244 1.3349 0.7000
H5 -1.0464 -2.1040 0.1579
O2 2.3951 -0.5602 -1.0453
O3 -0.3768 2.0584 1.1103
H6 0.9224 2.0577 0.0362
H7 2.5954 2.0272 -0.6037
C4 -0.4446 -1.4915 -0.5093
H8 -1.9056 -0.0851 -1.4228

Relative energies in kJ/mol: entry w 224.8; entry x 0.0

Entry w
Formula: C2H6N3O2
Source: OMol25
Level of theory: ωB97M-V/def2-TZVPD

Output
Highest occupied orbital energy   -2.69 eV
LUMO energy   4.36 eV
Frontier orbital gap   7.05 eV
Charge   -1

CARTESIAN COORDINATES (ANGSTROEM)
H1 -1.7281 0.8597 -0.4786
N1 0.3559 0.8872 -0.2293
C1 -0.8675 1.5924 -0.3029
H2 -0.7379 2.3362 -1.1451
H3 -0.1184 -2.7078 0.3181
H4 -1.1366 1.8778 0.7391
O1 -1.3439 -0.9870 -0.8747
N2 -0.0531 -1.0322 -0.6797
N3 1.5172 1.3609 -0.1885
C2 0.2452 -1.7715 0.5540
O2 2.5948 0.7298 -0.0339
H5 1.3531 -1.7261 0.7866
H6 -0.0808 -1.4195 1.5348

Entry x
Formula: C2H6N3O2
Source: OMol25
Level of theory: ωB97M-V/def2-TZVPD

Output
Highest occupied orbital energy   -4.51 eV
LUMO energy   4.24 eV
Frontier orbital gap   8.75 eV
Charge   -1

CARTESIAN COORDINATES (ANGSTROEM)
O1 -0.2371 -1.1549 -1.9999
H1 -0.8324 0.8966 0.2720
H2 0.6186 -0.6732 -0.5367
N1 1.1815 -0.5453 0.2985
N2 1.5864 0.3472 2.4172
H3 -0.6730 1.5821 1.8828
O2 -1.6934 0.3449 -1.1273
H4 2.0257 -1.1298 0.4773
N3 -0.2379 1.1221 1.0877
C1 -1.3111 -0.5065 -1.9928
H5 -2.0286 -0.6770 -2.8244
C2 0.8648 0.3251 1.3411
H6 1.3011 1.1010 3.0323

Relative energies in kJ/mol: entry w 755.3; entry x 0.0

Entry w
Formula: H2N5O2
Source: OMol25
Level of theory: ωB97M-V/def2-TZVPD

Output
Highest occupied orbital energy (spin up / spin down)   -3.16 / -2.03 eV
LUMO energy (spin up / spin down)   4.57 / 4.27 eV
Frontier orbital gap (spin up / spin down)   7.73 / 6.30 eV
Charge   -1

CARTESIAN COORDINATES (ANGSTROEM)
N1 -0.6737 0.3290 0.7859
O1 0.5967 2.0307 -0.2789
O2 2.2147 -0.1771 -0.9518
H1 -2.0580 -1.4408 -0.7236
H2 -1.3905 1.0322 0.8749
N2 1.1080 -0.2432 -0.3490
N3 -0.6766 -1.0342 0.5880
N4 0.3948 0.8287 -0.0115
N5 0.4847 -1.3253 0.0660

Entry x
Formula: H2N5O2
Source: OMol25
Level of theory: ωB97M-V/def2-TZVPD

Output
Highest occupied orbital energy   -2.81 eV
LUMO energy   4.76 eV
Frontier orbital gap   7.57 eV
Charge   -1
SMILES   O=NNN/N=N/[O-]

CARTESIAN COORDINATES (ANGSTROEM)
N1 1.1707 0.0569 -0.1212
H1 1.4926 -0.0102 -1.0892
O1 0.8708 2.1909 -0.2188
H2 0.3873 -1.0273 1.1720
N2 -1.5215 -0.1289 0.0375
O2 -2.7555 0.0797 -0.1851
N3 -0.8675 -1.2126 -0.1746
N4 0.7304 1.1784 0.4063
N5 0.4927 -1.1271 0.1730

Relative energies in kJ/mol: entry w 326.7; entry x 0.0

Entry w
Formula: C4H6I2
Source: OMol25
Level of theory: ωB97M-V/def2-TZVPD

Output
Highest occupied orbital energy   -8.96 eV
LUMO energy   -0.13 eV
Frontier orbital gap   8.83 eV

CARTESIAN COORDINATES (ANGSTROEM)
I1 -1.8785 -1.5247 0.6826
H1 -1.2601 1.6764 -0.3193
H2 0.6715 1.0369 0.8998
I2 0.7734 -1.3146 3.0635
H3 1.8918 0.1124 0.2519
H4 -1.4678 1.0529 -2.1044
H5 0.3641 -0.0701 -2.0057
H6 0.7182 -1.7869 0.4206
C1 0.2348 -1.0195 1.0508
C2 0.8228 0.2932 0.2571
C3 0.1245 0.4171 -1.0257
C4 -0.9945 1.1271 -1.1712

Entry x
Formula: C4H6I2
Source: OMol25
Level of theory: ωB97M-V/def2-TZVPD

Output
Highest occupied orbital energy   -9.35 eV
LUMO energy   0.03 eV
Frontier orbital gap   9.37 eV
SMILES   C[C@]1(I)C[C@@H]1I

CARTESIAN COORDINATES (ANGSTROEM)
C1 0.6137 0.9060 -0.5768
I1 -2.5819 0.7519 0.0066
H1 0.1017 0.1479 2.0818
I2 2.5719 0.6202 0.0337
C2 -0.5132 0.1260 0.0640
H2 0.5580 2.0114 -0.7914
H3 0.6348 -1.2405 1.3069
C3 -0.2279 -0.6171 1.3749
C4 0.0194 -0.2684 -1.3635
H4 -0.6698 -0.0889 -2.1507
H5 0.7243 -1.0746 -1.5256
H6 -1.2309 -1.2740 1.5402

Relative energies in kJ/mol: entry w 15.3; entry x 0.0